1.
132
Properties=species:S:1:pos:R:3:forces:R:3 method="wB97M-V/def2-TZVPD" homo_lumo_gap_ev=6.9 lumo_energy_ev=-4.5538 charge=+1
C -8.56985 -2.79893 3.76822 -0.5854 0.2273 0.0839
O -8.97637 -3.82161 2.84549 1.0479 0.7888 0.1152
C -8.27488 -3.68765 1.60484 -0.2858 -0.9445 -0.9913
C -9.30287 -3.46781 0.42941 0.2194 0.8273 0.4686
C -8.64699 -3.02878 -0.92995 0.0083 -0.6563 -0.0904
C -7.64227 -4.11970 -1.53400 -0.2146 1.3434 0.8800
C -6.21512 -3.79129 -0.96096 0.6279 -0.4413 -0.3452
C -5.02877 -4.46165 -1.80398 0.0663 -0.1174 1.5428
C -3.71380 -4.11201 -1.05158 0.3901 0.5845 -1.0745
N -3.36963 -4.97585 -0.02903 0.9018 1.2850 -0.2909
C -2.26504 -4.83131 0.76106 2.0469 1.8078 0.3247
C -1.34926 -3.72717 0.58144 -2.5033 -0.4141 -1.9158
C -1.68819 -2.78388 -0.50105 -0.7035 -0.8039 0.2097
C -0.69769 -1.57553 -0.66296 -1.9918 -0.3145 -0.2126
O 0.45466 -1.70720 -0.84671 0.5819 -0.0555 0.0837
O -1.32553 -0.30850 -0.60463 0.1938 -1.4256 1.2988
C -1.34812 0.18115 0.73243 -0.1236 1.7821 -0.1093
Cl -2.60146 -0.62672 1.79213 0.6617 -0.0414 -0.3594
C -1.77473 1.72041 0.64940 -0.6935 -0.5013 -0.6043
C -3.32567 1.90525 0.38869 0.1191 0.8610 -0.3933
Cl -0.91319 2.45012 -0.79987 -0.0174 -0.2220 0.8383
C -2.86867 -2.95294 -1.37211 0.6975 -1.3682 1.8867
C -3.18144 -1.97409 -2.54020 0.2178 0.0284 0.7077
I -3.01575 -2.97862 -4.48476 0.5254 0.1980 0.7012
C -4.51683 -1.11908 -2.34852 1.2570 1.5260 -0.3177
C -4.12708 0.39809 -2.65165 0.6016 -0.3662 -0.2403
I -6.12983 -1.58551 -3.72482 0.0204 0.3828 0.7432
H -7.46176 -2.79707 3.96448 -0.9284 -0.0070 -0.3124
H -8.91030 -1.80755 3.34600 0.5588 -0.7172 0.6167
H -9.09561 -2.98430 4.73639 0.3897 0.1382 -0.8487
H -7.74761 -4.67205 1.42625 -0.3290 0.9296 0.1861
H -7.48927 -2.88048 1.62485 -0.8319 -0.5476 0.0755
H -9.97635 -2.62346 0.76152 0.5821 -0.8259 -0.3126
H -9.96535 -4.37235 0.33915 0.7474 0.7721 -0.0443
H -9.48923 -2.80409 -1.64429 0.9681 -0.3260 0.5937
H -8.07990 -2.06633 -0.80477 -0.6751 -1.1280 -0.0026
H -8.03140 -5.11659 -1.21506 0.6236 0.5120 -0.5810
H -7.58456 -3.98995 -2.64374 -0.2104 -0.4615 0.9466
H -6.04744 -2.68600 -0.97610 -0.3336 -0.9631 0.0344
H -6.06044 -4.11747 0.10519 -0.4390 0.2553 -0.9106
H -5.02983 -4.16246 -2.87716 0.1199 -0.1747 0.9771
H -5.15711 -5.57087 -1.72025 0.1155 0.7780 -0.3745
H -3.96957 -5.78632 0.14668 0.1294 0.3995 -0.2214
H -2.03544 -5.54658 1.58796 -0.7019 0.4403 -1.0593
H -0.44057 -3.59618 1.21367 -1.0158 -0.1882 -0.6544
H -0.35933 0.03560 1.22677 -0.7809 0.0907 -0.3803
H -1.43362 2.29121 1.54198 -0.2112 -0.6492 -0.6581
H -3.88408 2.26163 1.28965 0.5999 -0.6110 -0.5908
H -3.81353 1.00355 -0.04852 0.5123 0.6438 0.5713
H -3.43500 2.72237 -0.37731 0.0924 -0.7916 0.8051
H -2.34050 -1.22941 -2.55503 -0.8652 -0.8439 -0.1291
H -4.81225 -1.14618 -1.27194 -0.1288 -0.3423 -0.9704
H -3.16451 0.64785 -2.12142 -1.0091 -0.2306 -0.3548
H -4.91384 1.11706 -2.32301 0.4986 -0.6860 -0.3750
H -3.90434 0.53695 -3.74702 -0.4359 -0.1552 1.0304
C -11.59244 0.07164 0.50601 0.1358 -0.1863 0.5478
C -11.00099 1.44101 0.77925 -0.5895 0.2930 -0.0353
O -9.80936 1.48930 -0.01125 0.1400 -0.7072 -0.2595
S -10.03075 0.62285 -1.35599 -0.5486 0.3549 0.4095
O -10.38898 1.50660 -2.40693 0.2266 -0.3741 -0.0306
O -8.96175 -0.30926 -1.46955 -0.1125 0.7810 -0.2154
O -11.35749 -0.16591 -0.88427 0.3989 0.4850 -0.2090
H -11.07525 -0.70434 1.07684 -0.0531 0.0538 0.0300
H -12.65804 0.03101 0.72431 0.0243 -0.0294 -0.2589
H -10.77072 1.59224 1.83195 0.2477 -0.0149 -0.1224
H -11.66735 2.23615 0.43576 -0.0176 -0.0425 0.0606
C 2.59425 3.44257 -0.06499 -0.0654 -0.1218 -0.5728
C 3.96212 2.80249 -0.21508 -0.1071 -0.3839 0.3936
O 4.88084 3.89632 -0.23519 -2.3800 1.4106 1.3158
S 4.30532 5.08206 0.69418 -0.3078 -0.9623 -0.3273
O 4.92380 4.99250 1.97332 -0.1328 0.4177 -0.1652
O 4.28949 6.28396 -0.06747 0.2499 -0.0249 0.3617
O 2.78958 4.53808 0.82995 0.5248 0.0741 0.2578
H 2.23785 3.84012 -1.01848 -0.0185 -0.0698 0.0128
H 1.85592 2.75106 0.33637 0.0209 0.1862 0.1509
H 4.04790 2.21268 -1.12561 0.2096 0.2290 -0.0478
H 4.20252 2.17492 0.64772 -0.0533 -0.0427 -0.0469
C 9.41877 4.53532 -2.72689 -0.1362 0.1729 -0.5582
C 9.01266 5.85725 -2.10627 0.6223 0.1510 0.1766
O 7.79076 5.57796 -1.41604 -0.2470 -0.7247 -0.0910
S 7.82404 4.06072 -0.87022 0.6044 0.2208 -0.7881
O 8.22324 4.08307 0.49498 -0.2989 -0.3078 -0.0318
O 6.64690 3.39963 -1.30704 2.0239 -0.4182 -0.7431
O 9.07476 3.54564 -1.75373 -0.2250 0.3701 0.5890
H 8.84778 4.33222 -3.63621 0.0368 0.0382 0.0083
H 10.48301 4.49485 -2.95192 -0.0403 -0.1682 0.1960
H 8.86472 6.63810 -2.84936 -0.2681 -0.0545 0.0997
H 9.74806 6.19153 -1.37010 0.0156 0.0039 -0.0722
C -1.42234 -7.50170 -6.48296 0.3248 -0.5232 0.1485
C -2.34938 -8.27595 -7.39942 0.2333 0.2910 -0.5449
O -3.60975 -8.28600 -6.72181 0.0982 0.3613 0.7326
S -3.77026 -6.92086 -5.88029 0.4131 -0.3977 -0.4917
O -4.54305 -6.00720 -6.64676 0.0404 0.0596 0.4823
O -4.09010 -7.25577 -4.53464 -0.1844 0.2055 -0.2012
O -2.22689 -6.44871 -5.94195 -0.5933 -0.0386 -0.2177
H -1.07339 -8.12375 -5.65518 0.0079 -0.0021 -0.0506
H -0.56477 -7.09188 -7.01347 -0.1504 0.2062 0.0675
H -2.00232 -9.29092 -7.58121 -0.2367 -0.0331 0.1632
H -2.48296 -7.76163 -8.35441 0.0627 -0.0351 0.0164
C 7.33762 2.00618 3.59027 -0.5307 0.3246 0.2833
C 8.43626 2.90649 4.11150 0.1512 0.3801 -0.6451
O 9.20661 2.07832 4.98824 -0.3158 -0.8149 0.0332
S 9.18054 0.56132 4.43909 -0.2746 0.7957 -0.2129
O 10.37200 0.33679 3.68725 -0.3260 -0.3586 0.2842
O 8.76783 -0.29387 5.49544 0.3966 -0.0241 -0.1777
O 7.95619 0.73086 3.39935 0.7224 -0.0083 0.2021
H 6.53881 1.89091 4.32740 0.0201 0.0295 -0.0137
H 6.91711 2.37095 2.65432 0.1730 -0.1678 -0.0670
H 8.04647 3.77188 4.64324 0.1155 -0.1610 0.2007
H 9.08975 3.24180 3.30238 -0.1036 0.0359 -0.0166
C 4.08499 9.48188 0.78274 0.5204 -0.1976 -0.1469
C 4.00037 8.81128 2.13937 -0.4075 -0.4006 -0.1833
O 4.09152 9.87989 3.08471 0.1211 0.5552 -0.3853
S 3.41111 11.20311 2.45513 0.0965 -0.4299 -0.1890
O 2.08003 11.29959 2.94462 0.2302 0.2412 -0.1158
O 4.34073 12.27213 2.54735 -0.2738 -0.0944 0.1856
O 3.34770 10.69985 0.92183 -0.2114 -0.0240 0.6429
H 5.11773 9.73504 0.53025 -0.0156 -0.0545 0.0146
H 3.66040 8.86715 -0.00794 -0.1340 0.1796 0.0473
H 4.79914 8.08933 2.29670 0.0477 0.1914 0.1589
H 3.03354 8.31927 2.27718 0.0428 -0.0435 -0.0613
C 12.42540 -2.01319 4.39152 -0.0576 0.6210 -0.1445
C 12.13751 -2.59846 3.02437 -0.5323 -0.2362 0.1606
O 13.38693 -3.13882 2.58632 0.4536 0.1687 0.4643
S 14.21497 -3.66658 3.86981 -0.4547 0.2817 0.0086
O 14.00837 -5.06776 3.99260 0.2760 0.2087 0.0872
O 15.50917 -3.08311 3.83784 -0.1144 -0.3193 -0.1000
O 13.33925 -2.92675 5.00643 0.0921 -0.5268 -0.5101
H 12.91799 -1.04184 4.30901 -0.0851 -0.0044 -0.0155
H 11.52472 -1.91188 4.99378 0.1488 -0.1563 0.1080
H 11.77255 -1.85232 2.32188 0.2518 -0.0337 -0.0541
H 11.41779 -3.41919 3.08882 -0.0252 0.0591 0.0222


2.
106
Properties=species:S:1:pos:R:3:forces:R:3 method="wB97M-V/def2-TZVPD" homo_lumo_gap_ev=4.6 lumo_energy_ev=1.3274 charge=-1
C -0.72016 0.33555 1.06951 -1.2145 -1.8363 1.1997
C -1.39166 -0.65082 1.97192 3.0158 0.2140 -1.6650
Ga -1.91476 -0.06814 3.91948 0.3905 -0.6151 0.3123
C -1.31775 -1.44171 5.36312 0.4466 -0.5079 1.0325
C 0.24051 -1.19109 5.87796 -0.5570 -0.3267 0.5134
C 0.97052 -2.53690 6.46839 -0.4065 0.3591 0.8040
C 0.96691 -3.82888 5.45913 -1.0833 -0.3067 1.4209
N 1.22495 -3.50987 4.00378 3.3771 0.6753 0.6406
C 2.65794 -3.11247 3.72809 2.2798 -1.4236 0.5044
N 3.76723 -3.91849 4.00382 -4.1458 3.7114 -1.1929
N 2.93092 -1.75746 3.06239 -1.8695 -1.9379 0.3661
H 0.45024 0.47748 1.20814 -2.8169 1.2090 0.6002
H -1.29045 0.96900 0.26721 1.5861 -2.1922 0.5628
H -1.67746 -1.75270 1.64512 -1.3082 2.8442 -0.2372
H -1.44436 1.43445 4.25430 0.3063 0.0019 -0.0061
H -3.53847 -0.06517 3.95028 0.2109 -0.0770 -0.3156
H -2.07766 -1.34987 6.26956 1.7211 -0.3239 -1.6057
H -1.47762 -2.50875 4.90764 0.4387 1.7533 0.8925
H 0.91656 -0.72579 5.02307 -1.4228 -0.8519 1.6371
H 0.17510 -0.40967 6.77781 0.3538 -1.5707 -2.0371
H 2.04635 -2.24478 6.88012 -2.0300 -0.7617 -1.0973
H 0.34033 -2.85974 7.42772 1.3391 0.5677 -1.9628
H -0.11519 -4.31096 5.52773 2.2758 1.0668 -0.2956
H 1.70160 -4.63458 5.91182 -1.2698 1.6244 -1.4427
H 0.52936 -2.84645 3.59864 0.9333 -0.3608 0.6849
H 4.60501 -3.34586 3.69228 -1.4474 -0.6119 0.4058
H 2.69554 -1.02971 3.77673 -0.0853 -0.7935 -0.9615
H 2.21229 -1.70805 2.27810 0.9928 0.4083 1.3581
C -1.73650 3.72026 -2.24604 -0.2743 0.0993 -0.0681
C -0.68110 2.76288 -1.87472 0.9020 -0.7308 0.2711
N 0.15275 2.00645 -1.58139 -1.2287 1.3010 -0.6873
H -2.00726 3.63380 -3.30357 0.2814 -0.1504 0.1220
H -2.65041 3.56067 -1.66412 0.3180 -0.1001 0.1255
H -1.42153 4.75537 -2.07631 0.1203 -0.2947 0.0914
C -0.20730 4.49813 3.56394 0.0460 -0.0110 -0.0551
C -1.20099 4.50604 2.47728 -0.9313 -0.1188 -0.8752
N -1.98609 4.51225 1.61873 1.2770 0.0811 1.2786
H -0.21621 3.55091 4.11335 -0.2570 0.0132 -0.3127
H 0.80949 4.64171 3.18336 -0.4495 0.0094 -0.1287
H -0.39632 5.29542 4.29064 -0.0864 -0.0684 -0.2939
C 2.02539 2.53129 -5.49113 0.0082 0.0725 -0.0325
C 0.64109 3.02983 -5.43201 -1.2258 0.3479 0.1708
N -0.45263 3.42368 -5.38531 1.7967 -0.5927 -0.1574
H 2.05875 1.44555 -5.62974 -0.2573 0.1813 0.0462
H 2.58204 2.98046 -6.32041 -0.4711 0.0172 0.2751
H 2.57620 2.75714 -4.57185 -0.3044 0.0522 -0.0883
C 4.09124 -4.01819 8.58852 0.0387 -0.2360 -0.0578
C 3.82493 -2.61302 8.93905 -0.2362 1.2418 0.3191
N 3.61456 -1.50279 9.21598 0.4039 -1.8409 -0.4371
H 4.92810 -4.10877 7.88808 -0.1735 0.2510 0.0955
H 4.34275 -4.61477 9.47179 -0.0756 0.3127 -0.0175
H 3.22216 -4.48906 8.11685 0.0444 0.3268 0.0648
C -3.49232 -4.66901 0.61299 0.1236 -0.0222 -0.1199
C -4.00308 -4.11488 1.87806 -0.3826 0.5269 1.1289
N -4.40658 -3.67707 2.87758 0.5776 -0.8027 -1.6352
H -2.40779 -4.54513 0.52574 -0.1717 0.1110 0.2408
H -3.70354 -5.74006 0.52600 -0.1012 0.2602 0.1523
H -3.94487 -4.17846 -0.25536 -0.0210 -0.0297 0.3789
C 5.09845 0.24664 -7.55039 0.0372 -0.2418 -0.0432
C 4.83214 1.65182 -7.19986 -0.1215 1.2189 0.2684
N 4.62177 2.76204 -6.92294 0.6504 -2.0560 -0.5768
H 5.93531 0.15607 -8.25083 -0.1398 0.2689 0.1370
H 5.34996 -0.34994 -6.66712 -0.0795 0.3184 -0.0275
H 4.22938 -0.22422 -8.02206 0.0437 0.2999 0.1143
C 4.86925 5.74504 -8.09815 -0.0382 -0.0455 0.1620
C 5.84781 6.35384 -9.01471 0.8152 0.5836 -0.8113
N 6.62094 6.83483 -9.73891 -1.2551 -0.8103 1.1850
H 3.99691 5.35911 -8.63595 0.2701 0.1146 -0.0754
H 5.30284 4.90732 -7.54176 0.0275 0.2583 -0.2648
H 4.50163 6.46709 -7.36127 0.1976 0.0374 -0.2414
C 2.87466 2.66920 6.33077 0.0439 -0.2033 0.1342
C 2.55459 3.86834 5.53835 -0.2467 1.0412 -0.6699
N 2.30166 4.81576 4.91229 0.7364 -1.5333 1.2748
H 2.08366 2.43782 7.05184 0.0190 0.1892 -0.2449
H 3.00134 1.78633 5.69529 -0.1148 0.2936 -0.0521
H 3.80290 2.79527 6.89818 -0.1577 0.1923 -0.1986
C -3.04430 5.88119 -6.48150 0.1005 -0.0048 -0.0737
C -3.20375 7.07410 -7.32995 -0.0679 1.0450 -0.6839
N -3.32975 8.01662 -8.00025 0.1881 -1.4764 1.0311
H -3.48881 6.02667 -5.49135 -0.0085 0.0923 -0.3361
H -3.52366 5.00218 -6.92523 0.0772 0.4323 0.0447
H -1.98890 5.63160 -6.32882 -0.1348 0.1655 -0.1350
C -3.56946 -4.52799 -4.09813 0.1082 0.1348 -0.2104
C -4.20574 -5.23386 -2.97331 -0.5669 -0.6129 0.9356
N -4.70846 -5.79159 -2.08464 0.7923 0.8802 -1.5855
H -3.19012 -5.22644 -4.85141 -0.1388 -0.0691 0.2934
H -4.27176 -3.85692 -4.60386 -0.0422 -0.1575 0.3012
H -2.72209 -3.91880 -3.76596 -0.2162 -0.1749 0.1706
C 4.02576 -6.22466 1.34639 0.1329 0.0218 0.1358
C 3.03208 -6.21675 0.25973 -0.8417 -0.0115 -0.9388
N 2.24697 -6.21054 -0.59882 1.2999 -0.0274 1.3756
H 4.01685 -7.17188 1.89580 -0.1874 0.1164 -0.2268
H 5.04256 -6.08108 0.96581 -0.2717 -0.0167 -0.1696
H 3.83675 -5.42737 2.07309 -0.1792 -0.0639 -0.1331
C -4.68695 1.18627 -4.15347 -0.0191 0.0089 -0.0063
C -4.50046 2.49201 -4.80814 0.2169 1.1243 -0.5451
N -4.35316 3.52365 -5.32540 -0.4075 -1.9261 0.9980
H -5.74583 0.91558 -4.08514 0.2733 0.2748 -0.1584
H -4.18257 0.38333 -4.70137 -0.0793 0.3065 0.0126
H -4.28602 1.18391 -3.13429 -0.0123 0.1790 -0.2286
C -7.37847 -1.02719 -1.06259 -0.1464 0.0438 0.2178
C -6.44979 -1.17863 -2.19526 0.7895 -0.2101 -0.9174
N -5.71605 -1.29833 -3.09015 -1.2824 -0.0303 1.5359
H -7.79468 -1.99036 -0.74917 0.2380 0.0707 -0.2256
H -6.88347 -0.58924 -0.18938 0.1393 -0.0944 -0.2762
H -8.22264 -0.37702 -1.31587 0.2577 -0.0909 -0.1822


| no. | energy (Ha) |
| --- | --- |
| 1 | -7980.81161 |
| 2 | -4091.52495 |